(1)
A cluster of 7 separate species, C37H94N8O13 in total at a distorted geometry, computed with the ωB97M-V functional and the def2-TZVPD basis.

```
152
Properties=species:S:1:pos:R:3:lowdin_charge:R:1
C -5.6735 10.0018 -4.7059 -0.08
O -4.4742 9.5743 -4.0896 -0.21
C -4.1281 10.3394 -2.9022 -0.16
C -2.6417 10.1405 -2.5098 -0.10
N -2.1007 8.7521 -2.4669 0.19
C -2.6728 7.8653 -1.3832 -0.03
C -1.7487 6.6567 -0.8051 -0.10
O -2.1059 5.3553 -1.3784 -0.21
C -1.1943 4.2973 -1.3732 -0.09
H -5.7259 9.4362 -5.6362 0.11
H -5.7354 11.0868 -4.7900 0.09
H -6.5060 9.8104 -4.0288 0.09
H -4.7772 9.9827 -2.1024 0.13
H -4.2961 11.3982 -3.0990 0.13
H -2.4869 10.4725 -1.4832 0.13
H -2.0667 10.7729 -3.1861 0.14
H -2.2181 8.2906 -3.3576 0.16
H -3.5484 7.5153 -1.9299 0.15
H -2.9185 8.5018 -0.5332 0.13
H -2.1236 6.4341 0.1939 0.13
H -0.6713 6.8214 -0.8026 0.12
H -1.5206 3.6061 -2.1503 0.09
H -1.2082 3.7381 -0.4377 0.10
H -0.2336 4.7059 -1.6866 0.07
C 3.6147 5.3991 4.0649 -0.17
O 3.5514 5.3992 2.6922 -0.18
C 2.2027 5.1116 2.2729 -0.18
C 2.1185 4.9459 0.7572 -0.17
N 2.1053 3.5378 0.3296 -0.09
C 2.3420 3.4146 -1.0708 -0.20
C 3.8536 3.8625 -1.4602 -0.18
O 4.1459 3.2879 -2.7161 -0.20
C 5.4606 3.4900 -3.1823 -0.11
H 2.8743 5.9665 4.6289 0.08
H 4.5329 5.6940 4.5729 0.09
H 3.4409 4.3988 4.4615 0.08
H 1.7698 6.0132 2.7062 0.12
H 1.8412 4.2481 2.8313 0.12
H 2.9910 5.4600 0.3539 0.11
H 1.2271 5.4445 0.3763 0.10
H 2.8972 3.0400 0.7106 0.11
H 1.6341 4.0738 -1.5731 0.08
H 2.0497 2.4141 -1.3896 0.10
H 4.4150 3.5684 -0.5734 0.12
H 3.8325 4.9300 -1.6794 0.12
H 5.5308 3.1166 -4.2040 0.09
H 6.2107 3.0487 -2.5261 0.09
H 5.7261 4.5445 -3.2568 0.08
C 3.4035 -1.9962 1.9962 -0.11
O 2.1376 -1.7995 2.5010 -0.23
C 1.5013 -2.8786 3.2567 -0.18
C 2.0033 -3.0378 4.6927 -0.21
N 1.8875 -1.6757 5.2653 -0.04
C 2.4526 -1.5538 6.6483 -0.15
C 3.9049 -1.0118 6.4576 -0.22
O 4.7192 -2.0807 6.0141 -0.21
C 6.1227 -1.9219 6.3630 -0.10
H 3.9248 -2.9093 2.2835 0.10
H 3.9871 -1.0940 2.1796 0.09
H 3.3754 -1.9939 0.9066 0.07
H 1.5894 -3.8841 2.8455 0.12
H 0.4295 -2.7057 3.3540 0.10
H 2.9555 -3.5664 4.7392 0.11
H 1.2441 -3.6473 5.1827 0.12
H 2.4296 -1.1104 4.6277 0.08
H 2.4727 -2.4991 7.1907 0.12
H 1.9081 -0.8505 7.2785 0.10
H 4.3564 -0.7737 7.4208 0.11
H 3.9756 -0.2271 5.7044 0.12
H 6.6006 -1.1106 5.8140 0.08
H 6.7181 -2.7831 6.0600 0.08
H 6.4937 -1.7760 7.3775 0.08
C 2.6773 -6.9973 -4.5898 -0.07
O 3.3115 -5.7062 -4.4238 -0.23
C 3.8920 -5.2769 -5.5960 -0.23
C 4.4895 -3.8138 -5.3476 -0.19
N 3.6044 -2.8520 -5.9457 -0.07
C 4.0531 -1.4385 -5.7692 -0.15
C 3.8734 -0.9827 -4.2321 -0.13
O 2.8701 -1.8183 -3.4883 -0.25
C 2.7019 -1.4624 -2.1284 -0.11
H 2.4199 -7.3223 -3.5818 0.09
H 3.5045 -7.5752 -5.0021 0.09
H 1.7519 -6.9571 -5.1643 0.09
H 3.1700 -5.2600 -6.4124 0.12
H 4.7093 -5.8963 -5.9656 0.11
H 5.4992 -3.6670 -5.7311 0.11
H 4.5078 -3.6751 -4.2667 0.11
H 2.8664 -2.8430 -5.2563 0.08
H 3.6311 -0.7052 -6.4563 0.10
H 5.0886 -1.2748 -6.0677 0.10
H 3.4742 0.0282 -4.3140 0.08
H 4.7260 -0.7610 -3.5902 0.11
H 1.9357 -2.0773 -1.6562 0.08
H 2.4902 -0.4184 -1.8974 0.08
H 3.6506 -1.8219 -1.7300 0.08
C -3.0998 -3.3943 3.5074 -0.10
O -4.2480 -3.5219 4.2949 -0.23
C -4.2407 -4.4867 5.3171 -0.22
C -5.5024 -5.2990 5.0366 -0.20
N -6.6874 -4.4254 5.2691 -0.05
C -7.8247 -4.8021 4.4545 -0.22
C -8.8389 -5.7826 5.0703 -0.22
O -8.3615 -7.0802 5.2450 -0.18
C -8.2412 -7.8418 4.0847 -0.12
H -3.1972 -4.2170 2.7990 0.09
H -2.2209 -3.4143 4.1517 0.09
H -3.2959 -2.4630 2.9762 0.09
H -4.1324 -4.0434 6.3070 0.13
H -3.4186 -5.1747 5.1199 0.11
H -5.6457 -6.1320 5.7248 0.12
H -5.3334 -5.7494 4.0585 0.11
H -6.3684 -3.5391 4.9047 0.09
H -7.4079 -4.9802 3.4632 0.11
H -8.3727 -3.8794 4.2633 0.11
H -9.8066 -5.6353 4.5907 0.12
H -8.9565 -5.4777 6.1102 0.13
H -8.1807 -8.9119 4.2828 0.09
H -7.3362 -7.5200 3.5695 0.07
H -9.0300 -7.6605 3.3545 0.09
C 0.7143 -4.5327 -3.0942 -0.08
O -0.3099 -4.9846 -2.1688 -0.17
C -1.5829 -4.5971 -2.5915 -0.25
C -1.8793 -3.2192 -2.0507 -0.19
N -2.1773 -2.1076 -3.0412 -0.03
C -2.1148 -0.7812 -2.3702 -0.19
C -1.6511 0.3370 -3.2903 -0.21
O -0.3712 0.0788 -3.8462 -0.17
C 0.2318 1.1246 -4.4343 -0.15
H 0.6055 -3.4759 -3.3380 0.08
H 0.8634 -5.0623 -4.0352 0.07
H 1.7013 -4.6582 -2.6490 0.09
H -2.2159 -5.3420 -2.1092 0.12
H -1.7801 -4.4751 -3.6565 0.12
H -1.0060 -2.9570 -1.4535 0.10
H -2.6207 -3.4101 -1.2750 0.11
H -1.4865 -2.1024 -3.7781 0.08
H -1.4307 -0.6707 -1.5289 0.09
H -3.1563 -0.6841 -2.0638 0.12
H -1.8090 1.2222 -2.6742 0.10
H -2.3043 0.5540 -4.1355 0.12
H 1.2136 0.7478 -4.7210 0.09
H 0.3218 1.9547 -3.7336 0.08
H -0.2879 1.5535 -5.2912 0.09
C -0.5536 0.2821 0.7742 -0.81
O -1.5526 0.8742 0.5958 0.06
N 0.6274 0.8163 0.4763 0.18
N -0.4555 -0.8619 1.4146 0.20
H 1.3421 0.1028 0.4911 0.09
H 0.6366 1.8168 0.3383 0.07
H 0.4538 -1.2384 1.6415 0.06
H -1.3024 -1.3751 1.6134 0.11
```

As for the total charge: +1. The calculation puts the energy relative to the best compared isomer or geometry (same formula, charge and spin) at 267.54 kJ/mol. For the HOMO energy (alpha / beta), the calculation gives -9.7 / -9.7 eV. The LUMO energy (alpha / beta) is -2.6 / -7.8 eV. The spin multiplicity is 2.

=====

(2)
The ion C5H10N with charge +1, computed with the ωB97M-V functional and the def2-TZVPD basis.

```
16
Properties=species:S:1:pos:R:3:lowdin_charge:R:1
C 1.4777 -0.6727 1.2987 -0.07
C 0.3730 0.3371 0.9452 -0.19
C 0.0321 0.3173 -0.5224 -0.29
C 0.7598 0.7891 -1.5094 0.13
C -2.3451 -0.0878 -0.4306 0.19
N -1.2052 -0.3903 -0.8839 0.11
H 2.2224 -0.7360 0.5040 0.08
H 1.9952 -0.3900 2.2121 0.08
H 1.0696 -1.6718 1.4732 0.08
H -0.5012 0.1172 1.5587 0.11
H 0.6934 1.3421 1.2137 0.12
H 1.6666 1.3268 -1.2660 0.10
H 0.5696 0.7118 -2.5691 0.09
H -3.2647 -0.5658 -0.7514 0.13
H -2.4145 0.6912 0.3228 0.13
H -1.1287 -1.1182 -1.5955 0.19
```

As for the SMILES: C=[NH+]C(=C)CC. As for the total charge: +1. The calculation puts the energy relative to the best compared isomer or geometry (same formula, charge and spin) at 99.00 kJ/mol. For the HOMO energy, the calculation gives -14.7 eV. The LUMO energy is -5.3 eV. The spin multiplicity is 1.

=====

(3)
The molecule C3H6NO2 at a distorted geometry, computed with the ωB97M-V functional and the def2-TZVPD basis.

```
12
Properties=species:S:1:pos:R:3:lowdin_charge:R:1
C -0.5745 1.4560 -1.2257 -0.32
N 0.4198 0.7144 -0.7070 0.03
C 0.0068 -0.6458 -0.1656 -0.18
C 0.3763 -0.9475 1.3017 -0.32
O 0.0262 -2.2659 1.2809 0.02
O -0.4990 2.7321 -1.2994 -0.04
H -1.4852 1.0042 -1.4046 0.10
H 1.1977 1.1249 -0.1736 0.15
H -1.1204 -0.7735 -0.3315 0.14
H 0.4463 -1.4163 -0.8574 0.13
H 1.4507 -0.8394 1.7089 0.14
H -0.2447 -0.1432 1.8732 0.15
```

As for the total charge: 0. The calculation puts the energy relative to the best compared isomer or geometry (same formula, charge and spin) at 177.87 kJ/mol. For the HOMO energy (alpha / beta), the calculation gives -10.0 / -10.0 eV. The LUMO energy (alpha / beta) is 0.8 / -2.1 eV. The spin multiplicity is 2.

=====

(4)
The molecule C3H4NOP at a distorted geometry, computed with the ωB97M-V functional and the def2-TZVPD basis.

```
10
Properties=species:S:1:pos:R:3:lowdin_charge:R:1
C 0.1465 -0.4103 0.8748 -0.57
C -0.9296 1.3813 0.3193 -0.33
C 0.1098 -0.3831 -0.5928 -0.29
N -0.7702 0.8105 -0.8270 0.07
O -1.1307 2.3124 1.0098 0.15
P 0.9653 -1.2717 2.0270 0.74
H 0.9692 -0.0494 -1.1246 0.10
H -0.1064 -1.4270 -0.9702 0.13
H -0.8908 1.1742 -1.7347 0.13
H 1.6369 -2.1368 1.0185 -0.14
```

As for the total charge: 0. The calculation puts the energy relative to the best compared isomer or geometry (same formula, charge and spin) at 291.49 kJ/mol. For the HOMO energy, the calculation gives -8.4 eV. The LUMO energy is 0.4 eV. The spin multiplicity is 1.

=====

(5)
The molecule C4H7NO, computed with the ωB97M-V functional and the def2-TZVPD basis.

```
13
Properties=species:S:1:pos:R:3:lowdin_charge:R:1
C -1.8720 -0.8362 -0.2343 -0.12
N -1.2946 0.4623 0.1132 -0.10
C -0.1160 0.6973 -0.6308 -0.13
C 1.0279 0.3189 -0.0861 -0.28
C 2.3774 0.4045 0.3714 -0.05
O 1.3037 -0.1812 1.1605 0.01
H -2.1828 -1.3665 0.6688 0.08
H -2.7371 -0.7104 -0.8917 0.07
H -1.0404 0.4833 1.0974 0.10
H -0.2009 1.1067 -1.6316 0.11
H -1.1227 -1.4625 -0.7400 0.08
H 3.1528 -0.2912 0.0649 0.11
H 2.7046 1.3751 0.7384 0.11
```

As for the SMILES: CN/C=C1/CO1. As for the total charge: 0. The calculation puts the energy relative to the best compared isomer or geometry (same formula, charge and spin) at 334.06 kJ/mol. For the HOMO energy, the calculation gives -8.5 eV. The LUMO energy is 1.1 eV. The spin multiplicity is 1.

=====

(6)
A structure of composition C30H29AsBrCl3N7S2V at a distorted geometry, computed with the ωB97M-V functional and the def2-TZVPD basis.

```
74
Properties=species:S:1:pos:R:3:lowdin_charge:R:1
V 0.0650 0.3861 -0.3633 -0.20
C 1.6342 -5.3734 1.5287 0.01
C 1.1959 -4.0814 2.0868 -0.35
N 1.0364 -3.8195 3.3403 0.14
N 0.6369 -2.5378 3.4073 0.04
C 0.5416 -1.9660 2.1887 -0.71
S 0.0775 -0.3784 1.9728 0.71
N 0.8925 -2.9709 1.3195 -0.08
N 0.9794 -2.8676 -0.0606 0.10
H 1.7362 -6.0695 2.3534 0.10
H 2.6020 -5.2780 1.0366 0.08
H 0.9034 -5.7587 0.8184 0.08
H 0.4586 -2.0966 4.2977 0.17
H 0.2012 -3.3642 -0.5001 0.05
H 1.8606 -3.2732 -0.3823 0.10
N -3.8968 0.4820 -0.7960 0.10
C -2.9564 1.3820 -1.1401 -0.78
S -1.8900 1.8848 0.0780 0.66
N -2.9562 1.7903 -2.4116 0.09
C -2.2338 2.8045 -3.0892 -0.32
C -1.9762 4.0487 -2.5317 -0.06
C -1.3551 5.0139 -3.3084 -0.07
C -0.9841 4.7413 -4.6140 -0.08
C -1.2331 3.4934 -5.1579 -0.08
C -1.8702 2.5310 -4.4040 -0.06
H -3.9688 0.1794 0.1642 0.04
H -4.6073 0.1811 -1.4450 0.11
H -3.5444 1.2554 -3.0436 0.16
H -2.2721 4.2566 -1.5135 0.10
H -1.1626 5.9895 -2.8906 0.11
H -0.5096 5.5016 -5.2137 0.11
H -0.9270 3.2692 -6.1659 0.11
H -2.0747 1.5552 -4.8185 0.11
Cl -4.0730 -3.1122 -1.3189 0.63
C -2.7968 -2.7039 -0.1411 -1.48
Cl -1.9754 -4.2624 0.3481 0.63
Cl -3.5891 -2.0541 1.3809 0.61
C -1.8605 -1.7682 -0.6113 -0.33
N -1.0034 -0.9612 -0.6841 -0.05
Br 0.7300 1.8505 -2.0848 0.33
C 4.8304 -3.6323 1.7737 -0.08
C 4.8370 -3.5116 0.3933 -0.08
C 4.1752 -2.4570 -0.2176 -0.11
C 3.5189 -1.4964 0.5496 -0.37
C 3.5441 -1.6134 1.9378 -0.13
C 4.1849 -2.6789 2.5465 -0.07
As 2.4710 -0.0472 -0.2784 1.20
C 3.1601 1.3760 0.8466 -0.38
C 4.4991 1.3474 1.2378 -0.12
C 4.9970 2.2954 2.1118 -0.07
C 4.1688 3.3001 2.5894 -0.07
C 2.8437 3.3497 2.1881 -0.07
C 2.3361 2.3859 1.3289 -0.12
C 3.4230 0.1479 -1.9681 -0.44
C 2.9571 -0.5929 -3.0527 -0.17
C 3.5322 -0.4344 -4.3002 -0.08
C 4.5758 0.4631 -4.4695 -0.07
C 5.0368 1.2058 -3.3973 -0.07
C 4.4515 1.0611 -2.1502 -0.09
H 5.3274 -4.4661 2.2458 0.11
H 5.3601 -4.2408 -0.2090 0.11
H 4.1847 -2.3499 -1.3000 0.10
H 3.0675 -0.8442 2.5402 0.10
H 4.1837 -2.7708 3.6215 0.11
H 5.1431 0.5556 0.8642 0.11
H 6.0294 2.2524 2.4261 0.11
H 4.5558 4.0485 3.2667 0.11
H 2.1996 4.1363 2.5532 0.11
H 1.2754 2.4212 1.0488 0.07
H 2.0983 -1.2536 -2.9099 0.10
H 3.1559 -0.9912 -5.1456 0.11
H 5.0131 0.5978 -5.4463 0.11
H 5.8388 1.9151 -3.5331 0.11
H 4.7649 1.6886 -1.3232 0.10
```

As for the total charge: +1. The calculation puts the energy relative to the best compared isomer or geometry (same formula, charge and spin) at 183.83 kJ/mol. For the HOMO energy (alpha / beta), the calculation gives -10.1 / -10.5 eV. The LUMO energy (alpha / beta) is -3.0 / -3.5 eV. The spin multiplicity is 4.

=====

> energy relative to the best compared isomer or geometry (same formula, charge and spin) of number 4 (C3H4NOP)?

291.49 kJ/mol